{
  "formula": "C66H168N14O4",
  "method": "ωB97M-V/def2-TZVPD",
  "charge": 2,
  "orbital_gap_ha": 0.1928,
  "e_above_lowest_kcal_mol": 82.6,
  "total_energy_ev": -100201.252,
  "symbols": ["N", "H", "H", "H", "H", "N", "H", "H", "H", "H", "N", "H", "H", "H", "H", "N", "H", "H", "H", "H", "C", "C", "C", "O", "C", "C", "C", "O", "O", "O", "H", "H", "C", "C", "N", "C", "C", "C", "C", "H", "H", "H", "H", "H", "H", "H", "H", "H", "H", "H", "H", "H", "H", "H", "C", "C", "N", "C", "C", "C", "C", "H", "H", "H", "H", "H", "H", "H", "H", "H", "H", "H", "H", "H", "H", "H", "C", "C", "N", "C", "C", "C", "C", "H", "H", "H", "H", "H", "H", "H", "H", "H", "H", "H", "H", "H", "H", "H", "C", "C", "N", "C", "C", "C", "C", "H", "H", "H", "H", "H", "H", "H", "H", "H", "H", "H", "H", "H", "H", "H", "C", "C", "N", "C", "C", "C", "C", "H", "H", "H", "H", "H", "H", "H", "H", "H", "H", "H", "H", "H", "H", "H", "C", "C", "N", "C", "C", "C", "C", "H", "H", "H", "H", "H", "H", "H", "H", "H", "H", "H", "H", "H", "H", "H", "C", "C", "N", "C", "C", "C", "C", "H", "H", "H", "H", "H", "H", "H", "H", "H", "H", "H", "H", "H", "H", "H", "C", "C", "N", "C", "C", "C", "C", "H", "H", "H", "H", "H", "H", "H", "H", "H", "H", "H", "H", "H", "H", "H", "C", "C", "N", "C", "C", "C", "C", "H", "H", "H", "H", "H", "H", "H", "H", "H", "H", "H", "H", "H", "H", "H", "C", "C", "N", "C", "C", "C", "C", "H", "H", "H", "H", "H", "H", "H", "H", "H", "H", "H", "H", "H", "H", "H"],
  "coordinates": [[-4.130, -0.022, -5.243], [-3.858, -0.792, -5.840], [-4.045, -0.383, -4.299], [-5.103, 0.119, -5.481], [-3.472, 0.744, -5.288], [0.045, 2.658, 2.075], [0.385, 1.825, 1.604], [0.613, 3.468, 1.844], [-0.132, 2.504, 3.063], [-0.800, 2.783, 1.530], [1.415, -2.338, -3.981], [2.172, -2.866, -3.549], [1.676, -1.395, -4.262], [0.683, -2.301, -3.281], [1.027, -2.789, -4.797], [-2.485, -3.611, -4.484], [-3.001, -3.131, -5.209], [-2.417, -3.010, -3.667], [-1.542, -3.661, -4.846], [-2.806, -4.539, -4.241], [-2.553, 0.340, -1.325], [-1.630, 0.922, -0.313], [-0.268, 0.065, -0.095], [0.590, 0.579, 0.620], [-0.095, -1.220, -0.777], [-1.047, -1.693, -1.595], [-2.267, -0.845, -1.924], [-3.127, -1.193, -2.835], [-0.771, -2.828, -2.144], [-1.842, 2.024, 0.289], [-3.356, 0.980, -1.660], [0.854, -1.676, -0.536], [3.991, -4.530, -0.395], [3.041, -3.863, -1.320], [3.512, -3.589, -2.675], [4.751, -2.838, -2.659], [4.929, -2.114, -3.969], [3.688, -4.828, -3.469], [2.368, -5.510, -3.739], [4.936, -4.009, -0.243], [4.208, -5.506, -0.833], [3.662, -4.742, 0.622], [2.063, -4.345, -1.308], [2.825, -2.903, -0.850], [4.682, -2.029, -1.931], [5.629, -3.455, -2.465], [5.315, -2.696, -4.807], [4.032, -1.588, -4.294], [5.696, -1.354, -3.815], [4.441, -5.479, -3.023], [4.104, -4.660, -4.463], [2.603, -6.305, -4.448], [1.603, -4.874, -4.184], [1.947, -5.975, -2.847], [4.017, 5.238, 1.924], [2.799, 4.288, 1.807], [1.536, 4.899, 1.460], [1.189, 5.974, 2.364], [-0.330, 5.996, 2.618], [1.423, 5.395, 0.085], [1.080, 4.238, -0.843], [4.060, 5.919, 1.074], [4.962, 4.694, 1.918], [3.966, 5.830, 2.838], [3.242, 3.602, 1.085], [2.722, 3.794, 2.776], [1.674, 5.874, 3.336], [1.539, 6.945, 2.011], [-0.655, 6.824, 3.248], [-0.809, 6.123, 1.647], [-0.729, 5.097, 3.089], [2.340, 5.951, -0.116], [0.625, 6.131, -0.007], [1.100, 4.623, -1.862], [0.092, 3.869, -0.568], [1.769, 3.401, -0.728], [-0.053, 2.211, -4.543], [0.325, 0.774, -4.159], [1.621, 0.301, -4.587], [2.726, 1.004, -3.933], [2.697, 0.772, -2.434], [1.623, 0.388, -6.095], [2.760, -0.393, -6.719], [-0.247, 2.338, -5.608], [0.776, 2.832, -4.204], [-0.910, 2.442, -3.910], [0.282, 0.587, -3.085], [-0.418, 0.052, -4.502], [3.642, 0.567, -4.333], [2.752, 2.056, -4.216], [2.466, -0.221, -2.047], [3.626, 1.062, -1.942], [1.989, 1.462, -1.974], [1.758, 1.409, -6.456], [0.693, 0.052, -6.555], [2.825, -0.198, -7.789], [2.637, -1.466, -6.574], [3.736, -0.098, -6.332], [-2.945, -3.009, 4.821], [-4.069, -2.897, 3.836], [-3.796, -1.930, 2.775], [-5.073, -1.669, 2.081], [-5.090, -0.494, 1.077], [-2.727, -2.284, 1.856], [-2.953, -3.600, 1.025], [-3.168, -3.616, 5.698], [-2.638, -1.995, 5.078], [-2.172, -3.543, 4.267], [-4.284, -3.887, 3.427], [-5.013, -2.693, 4.343], [-5.768, -1.355, 2.860], [-5.502, -2.574, 1.647], [-4.644, -0.664, 0.097], [-4.612, 0.376, 1.529], [-6.131, -0.250, 0.863], [-2.668, -1.497, 1.103], [-1.791, -2.322, 2.413], [-2.816, -4.480, 1.652], [-3.870, -3.564, 0.438], [-2.211, -3.607, 0.225], [4.198, -5.079, 3.536], [2.761, -4.556, 3.620], [2.688, -3.286, 4.369], [1.363, -2.670, 4.143], [1.526, -1.854, 2.894], [2.810, -3.502, 5.786], [3.161, -2.152, 6.489], [4.790, -4.241, 3.169], [4.322, -5.911, 2.843], [4.582, -5.450, 4.486], [2.480, -4.468, 2.570], [2.106, -5.332, 4.019], [0.585, -3.427, 4.023], [1.133, -2.033, 4.997], [1.908, -2.408, 2.037], [0.532, -1.469, 2.658], [2.149, -0.966, 2.994], [3.652, -4.155, 6.019], [1.889, -3.950, 6.164], [2.445, -1.343, 6.342], [4.156, -1.800, 6.218], [3.175, -2.252, 7.575], [-0.305, 3.158, 7.157], [-0.216, 3.297, 5.611], [-0.441, 2.096, 4.805], [-1.696, 1.381, 5.021], [-2.204, 0.879, 3.698], [0.618, 1.118, 5.025], [1.933, 1.565, 4.423], [0.484, 2.543, 7.589], [-1.209, 2.682, 7.536], [-0.165, 4.142, 7.605], [-0.915, 4.052, 5.246], [0.699, 3.770, 5.253], [-1.606, 0.569, 5.743], [-2.394, 2.129, 5.398], [-3.181, 0.431, 3.878], [-2.229, 1.683, 2.963], [-1.644, 0.048, 3.266], [0.353, 0.172, 4.551], [0.728, 0.840, 6.074], [1.910, 1.557, 3.334], [2.744, 0.865, 4.626], [2.254, 2.549, 4.765], [6.399, -1.646, 3.642], [5.354, -1.400, 2.529], [5.926, -0.759, 1.299], [4.851, -0.216, 0.452], [4.030, 0.926, 1.090], [6.833, -1.660, 0.581], [7.660, -0.925, -0.472], [6.713, -0.710, 4.106], [7.312, -2.156, 3.336], [5.988, -2.316, 4.398], [4.880, -2.342, 2.245], [4.476, -0.884, 2.918], [5.176, 0.119, -0.533], [4.197, -1.060, 0.220], [3.522, 0.626, 2.006], [4.696, 1.695, 1.482], [3.338, 1.340, 0.357], [6.341, -2.556, 0.198], [7.558, -2.070, 1.285], [6.992, -0.555, -1.252], [8.344, -1.580, -1.013], [8.182, -0.050, -0.085], [2.084, -8.125, 1.238], [0.742, -7.847, 1.875], [0.499, -6.433, 2.103], [-0.741, -6.271, 2.876], [-0.630, -6.694, 4.334], [0.428, -5.665, 0.824], [-0.452, -6.225, -0.301], [2.266, -9.200, 1.227], [2.875, -7.575, 1.747], [1.964, -7.962, 0.166], [0.027, -8.331, 1.207], [0.574, -8.360, 2.822], [-1.486, -6.846, 2.322], [-1.109, -5.244, 2.871], [-0.540, -7.756, 4.560], [-1.542, -6.408, 4.860], [0.119, -6.042, 4.782], [0.092, -4.650, 1.039], [1.454, -5.450, 0.522], [-1.497, -6.317, -0.003], [-0.535, -5.596, -1.189], [-0.065, -7.188, -0.634], [-9.726, 3.634, -1.629], [-8.387, 4.419, -1.875], [-7.415, 3.721, -2.697], [-6.339, 4.665, -3.058], [-6.785, 5.681, -4.118], [-6.845, 2.622, -1.846], [-5.876, 1.693, -2.593], [-10.494, 4.239, -1.149], [-9.680, 2.687, -1.091], [-10.040, 3.270, -2.608], [-8.781, 5.306, -2.371], [-7.903, 4.779, -0.965], [-5.965, 5.146, -2.153], [-5.560, 4.089, -3.558], [-7.024, 5.149, -5.039], [-7.579, 6.363, -3.817], [-5.895, 6.258, -4.370], [-7.646, 1.959, -1.519], [-6.478, 3.083, -0.927], [-6.337, 1.127, -3.405], [-5.608, 0.913, -1.879], [-5.059, 2.158, -3.145], [-3.472, 9.013, -3.288], [-2.491, 7.980, -2.724], [-2.950, 6.616, -3.063], [-2.990, 6.271, -4.499], [-1.636, 6.174, -5.216], [-2.240, 5.579, -2.282], [-2.909, 4.168, -2.331], [-3.414, 8.987, -4.377], [-3.380, 10.062, -3.010], [-4.501, 8.741, -3.048], [-1.471, 8.206, -3.040], [-2.517, 8.035, -1.635], [-3.472, 5.308, -4.670], [-3.643, 6.980, -5.006], [-1.809, 6.014, -6.280], [-1.111, 7.116, -5.058], [-0.990, 5.410, -4.783], [-2.015, 5.906, -1.267], [-1.252, 5.455, -2.731], [-3.917, 4.300, -1.937], [-2.371, 3.492, -1.665], [-2.960, 3.763, -3.341]]
}